ORCA calculation (ωB97M-V with the def2-TZVPD basis set) on 3 unconnected molecules or ions with the total composition C4H13NO3 in a non-equilibrium geometry.

Structure (XYZ):
```
21
Properties=species:S:1:pos:R:3
C -1.6484 -0.6795 0.0301
C -0.8030 0.5939 0.2376
C 0.4848 0.7358 -0.5639
N 1.1279 2.0041 -0.3468
C 0.1625 0.6756 -2.0490
O 0.4769 -0.2232 -2.7803
H -1.6621 -1.3585 0.8789
H -2.6608 -0.4078 -0.2607
H -1.2776 -1.2500 -0.8229
H -1.3834 1.5099 0.0981
H -0.6018 0.6285 1.2996
H 1.2263 -0.0399 -0.3785
H 0.5908 2.8486 -0.4564
H 1.8940 2.0671 0.3003
H -0.3751 1.5745 -2.4089
O 0.9658 -2.6427 -1.2342
H 0.9509 -3.4887 -1.7054
H 0.9573 -1.9704 -1.9332
O 0.4996 -0.3363 4.3863
H -0.1228 -0.4790 3.6630
H 1.1983 0.2382 4.0462
```

As for the structure (SMILES): CC[C@H](N)C=O.O.O. The calculation puts the HOMO energy at -9.3 eV. The energy is -440.65497 hartree. The charge is 0. The energy above the lowest of the compared OMol25 structures with the same formula, charge and spin comes out at 158.1 kJ/mol. Its orbital gap is 9.95 eV.

Atomic partial charges in e from the Mulliken method, atoms 1 to 8:
1 C -0.932
2 C -0.688
3 C 0.384
4 N -0.576
5 C -0.121
6 O -0.511
7 H 0.275
8 H 0.296

ORCA calculation (ωB97M-V with the def2-TZVPD basis set) on a gas-phase ion, C4H9N2S (charge +1) in a non-equilibrium geometry.

Structure (XYZ):
```
16
Properties=species:S:1:pos:R:3
C -2.5995 0.6989 -0.6544
N -1.7732 0.1887 0.1976
C -1.6953 -1.1590 0.7357
S -0.3026 1.5470 0.8754
C 0.9981 0.8805 -0.1924
N 1.8418 0.1855 0.3778
C 3.0702 -0.1860 -0.1790
H -2.3694 1.6353 -1.0366
H -3.5866 0.1872 -0.8275
H -0.7206 -1.2992 1.0629
H -2.1561 -1.7526 -0.0455
H -2.0524 -1.2575 1.7342
H 0.9281 1.3101 -1.2450
H 3.5850 -1.1723 0.2276
H 3.7961 0.6373 0.1264
H 3.0362 -0.4437 -1.1571
```

As for the structure (SMILES): C=[N+](C)S/C=N/C. The calculation puts the HOMO energy at -13.8 eV. The energy is -665.11282 hartree. The charge is +1. The energy above the lowest of the compared OMol25 structures with the same formula, charge and spin comes out at 471.3 kJ/mol. Its orbital gap is 8.07 eV.

Atomic partial charges in e from the Mulliken method, atoms 1 to 8:
1 C -0.072
2 N -0.160
3 C -0.709
4 S 0.103
5 C 0.013
6 N -0.221
7 C -0.803
8 H 0.296

ORCA calculation (ωB97M-V with the def2-TZVPD basis set) on C4H7NO2 in the gas phase.

Structure (XYZ):
```
14
Properties=species:S:1:pos:R:3
O -0.6984 0.2415 -2.5006
C -0.9710 0.4728 -1.3443
C -0.1311 0.0237 -0.1844
C -0.7309 0.2196 1.2242
O 0.2580 0.1338 2.2266
C 1.3222 0.0754 -0.4910
N 0.6647 -1.2119 -0.2583
H -1.8318 1.1255 -1.0649
H -1.5157 -0.5570 1.3920
H -1.2398 1.1927 1.3257
H 0.7125 -0.7079 2.0598
H 1.9957 0.4367 0.2775
H 1.6713 0.2429 -1.5144
H 0.4941 -1.6878 -1.1480
```

As for the structure (SMILES): O=C[C@]1(CO)CN1. The calculation puts the HOMO energy at -10.1 eV. The energy is -361.79288 hartree. The charge is 0. The energy above the lowest of the compared OMol25 structures with the same formula, charge and spin comes out at 231.0 kJ/mol. Its orbital gap is 10.75 eV.

Atomic partial charges in e from the Mulliken method, atoms 1 to 8:
1 O -0.492
2 C -0.187
3 C 1.037
4 C -0.602
5 O -0.555
6 C -0.617
7 N -0.673
8 H 0.309